This record from OMol25 describes a structure of composition C4H9ErO3 at a distorted geometry. The level of theory is wB97M-V/def2-TZVPD.

The geometry in XYZ format:
```
17
Properties=species:S:1:pos:R:3:mulliken_charge:R:1
C -1.18846 -2.53684 -0.88204 -0.550
O -0.43499 -1.36704 -1.02450 -0.455
H -0.64839 -3.40898 -1.27895 0.245
H -1.52394 -2.67246 0.15770 0.283
H -2.10996 -2.38981 -1.48333 0.223
O 0.23066 1.81789 -1.33792 -0.533
C 1.50286 1.55722 -0.76241 -0.020
C 1.58415 0.61868 0.53560 -0.626
O 0.74158 0.24012 1.64885 -0.217
C -0.62860 0.83065 1.68988 -0.939
Er -1.60968 1.42036 -0.43167 1.520
H 1.72910 2.57495 -0.36502 0.369
H 2.18887 1.04317 -1.46039 0.292
H 0.66002 -1.05950 -0.47350 0.405
H 1.28743 1.55022 0.94881 0.225
H -0.56455 1.73589 2.31871 0.479
H -1.21608 0.04547 2.20019 0.300
```

**2S+1**: 5
**ΔE to the lowest compared entry with this formula, charge and spin**: 194.5 kcal per mole
**Net charge**: +1
**Max |F|**: 6.0 eV/A
**E_tot**: -38040.253 eV